1.
Computed, not measured: a molecular structure, C52H33CsN5O at a distorted geometry, with wB97M-V/def2-TZVPD.

Geometry as XYZ:
```
92
Properties=species:S:1:pos:R:3
Cs 1.157 0.004 -0.175
C -1.412 4.272 -4.446
C -0.390 3.827 -3.623
C -0.407 2.523 -3.148
C -1.446 1.661 -3.483
C -2.459 2.110 -4.325
C -2.441 3.409 -4.802
C -1.453 0.299 -2.898
C -1.754 0.072 -1.611
C -1.716 -1.187 -0.875
C -1.720 -0.931 0.434
C -1.783 0.509 0.682
N -2.043 1.078 -0.627
C -1.462 1.140 1.830
C -0.714 0.362 2.849
C -0.695 0.387 4.261
C 0.242 -0.569 4.642
C 0.760 -1.131 3.441
C 1.730 -2.175 3.264
C 2.266 -2.749 4.533
C 3.606 -2.570 4.873
C 4.113 -3.089 6.056
C 3.286 -3.797 6.915
C 1.950 -3.981 6.587
C 1.444 -3.457 5.407
C 2.212 -2.731 2.080
N 1.929 -2.327 0.784
C 2.569 -3.148 -0.062
C 2.538 -3.180 -1.504
C 3.539 -4.142 -2.069
C 4.867 -3.772 -2.257
C 5.797 -4.671 -2.759
C 5.415 -5.965 -3.081
C 4.093 -6.350 -2.898
C 3.168 -5.447 -2.397
C 1.682 -2.605 -2.477
C 1.687 -3.037 -3.865
C 0.643 -2.426 -4.494
C 0.052 -1.588 -3.501
N 0.680 -1.684 -2.315
C 3.316 -4.142 0.706
C 3.087 -3.886 2.013
N 0.170 -0.530 2.381
C -1.566 2.611 2.026
C -2.496 3.151 2.909
C -2.521 4.517 3.156
C -1.614 5.357 2.529
C -0.692 4.828 1.634
C -0.671 3.465 1.386
H -1.410 5.291 -4.813
H 0.420 4.491 -3.346
H 0.386 2.165 -2.502
H -3.249 1.423 -4.597
H -3.238 3.757 -5.448
H -1.649 -2.148 -1.353
H -1.657 -1.644 1.237
H -1.285 1.018 4.910
H 0.531 -0.827 5.650
H 4.245 -2.018 4.195
H 5.157 -2.938 6.304
H 3.682 -4.204 7.838
H 1.300 -4.536 7.252
H 0.402 -3.592 5.145
H 5.167 -2.763 -2.001
H 6.826 -4.359 -2.897
H 6.139 -6.670 -3.472
H 3.778 -7.358 -3.141
H 2.137 -5.745 -2.251
H 2.383 -3.728 -4.312
H 0.324 -2.509 -5.519
H 3.912 -4.947 0.307
H 3.456 -4.447 2.857
H -3.197 2.490 3.404
H -3.252 4.925 3.844
H -1.631 6.422 2.726
H 0.014 5.476 1.130
H 0.046 3.047 0.688
O -1.608 -0.799 -4.903
N -1.018 -0.768 -3.755
C -2.801 2.162 -0.826
C -3.485 3.138 -0.996
C -4.293 4.301 -1.184
C -5.240 4.369 -2.207
C -6.019 5.505 -2.367
C -5.878 6.580 -1.502
C -4.943 6.517 -0.476
C -4.151 5.392 -0.320
H -5.355 3.526 -2.876
H -6.747 5.545 -3.168
H -6.495 7.462 -1.624
H -4.826 7.352 0.205
H -3.419 5.333 0.475
```

Values from the calculation:
Net charge ... -1
Max |F| ... 2.13 eV/A
HOMO-LUMO gap (alpha / beta) ... 5.012 / 5.586 eV
Lowest unoccupied orbital energy (alpha / beta) ... 0.0689 / 0.0672 hartree
E_tot ... -64502.728 eV
Energy relative to the best compared isomer or geometry (same formula, charge and spin) ... 0.9906 eV
HOMO energy (alpha / beta) ... -3.137 / -3.759 eV

2.
Computed, not measured: a molecular structure, C52H40Cl3InN8OS2 at a distorted geometry, with wB97M-V/def2-TZVPD.

Geometry as XYZ:
```
107
Properties=species:S:1:pos:R:3
In -0.684 -0.607 -0.982
C -3.990 0.867 -0.905
C -3.238 1.312 -2.123
C -3.850 2.167 -3.042
C -3.184 2.539 -4.162
C -1.865 2.175 -4.385
C -1.312 1.319 -3.436
N -1.960 0.908 -2.299
C 0.028 0.724 -3.689
C 0.872 1.200 -4.701
C 2.086 0.588 -4.914
C 2.373 -0.610 -4.272
C 1.500 -1.032 -3.283
N 0.383 -0.318 -2.956
C 1.674 -2.359 -2.700
C 2.895 -3.067 -2.836
C 3.011 -4.307 -2.220
C 1.937 -4.745 -1.452
C 0.722 -4.009 -1.350
C -0.549 -4.510 -0.687
N 0.676 -2.837 -1.995
H -4.643 0.065 -1.188
H -4.568 1.692 -0.560
H -3.343 0.415 -0.175
H -4.884 2.500 -2.946
H -3.708 3.036 -4.993
H -1.364 2.388 -5.341
H 0.516 1.955 -5.444
H 2.771 0.972 -5.647
H 3.209 -1.198 -4.617
H 3.697 -2.639 -3.355
H 3.997 -4.744 -2.145
H 2.026 -5.701 -0.996
H -0.289 -5.543 -0.445
H -1.370 -4.333 -1.366
H -0.768 -3.942 0.212
S -4.710 -2.894 -1.410
C -4.249 -2.665 -3.067
C -5.028 -2.789 -4.189
C -4.488 -2.388 -5.401
C -3.116 -1.933 -5.471
C -2.365 -1.856 -4.323
C -2.932 -2.197 -3.128
N -2.413 -1.978 -1.853
C -3.221 -2.292 -0.858
C -2.800 -2.129 0.511
C -3.514 -2.676 1.562
C -3.165 -2.584 2.884
C -2.025 -1.836 3.157
C -1.270 -1.257 2.153
C -1.607 -1.451 0.812
H -6.045 -3.147 -4.091
H -5.053 -2.473 -6.323
H -2.661 -1.671 -6.433
H -1.301 -1.610 -4.335
H -4.423 -3.271 1.303
H -3.845 -3.021 3.637
H -1.690 -1.614 4.207
H -0.359 -0.769 2.438
N 5.909 0.783 -0.753
C 5.081 0.121 -0.305
C 3.988 -0.629 0.245
C 4.216 -1.771 0.983
C 3.085 -2.560 1.247
C 1.855 -2.162 0.747
N 1.680 -1.073 -0.019
C 2.733 -0.337 -0.201
H 5.245 -2.109 1.213
H 3.220 -3.491 1.779
H 0.982 -2.848 0.871
H 2.688 0.542 -0.889
Cl -1.806 -1.107 6.702
C -0.967 0.220 5.878
C 0.028 -0.052 5.010
C 0.641 0.971 4.336
C 0.189 2.302 4.483
C 0.751 3.319 3.574
C -0.225 3.800 2.461
N -0.022 3.148 1.151
C 0.559 3.671 0.028
C 0.561 2.668 -0.912
N 0.041 1.511 -0.378
C -0.280 1.829 0.890
O 1.304 4.361 4.293
C 2.552 4.794 3.713
C 3.582 3.752 3.827
C 4.121 3.081 2.787
Cl 3.630 3.217 1.122
S 5.444 2.016 3.230
C 5.322 2.560 4.818
C 4.305 3.406 5.032
C -0.768 2.530 5.424
Cl -1.380 4.126 5.626
C -1.322 1.518 6.145
H 0.395 -1.064 4.778
H 1.329 0.715 3.535
H 1.577 2.811 2.993
H -0.090 4.893 2.161
H -1.257 3.706 2.824
H 0.922 4.706 -0.055
H 0.950 2.734 -1.910
H -0.665 1.133 1.630
H 2.851 5.693 4.252
H 2.355 5.133 2.735
H 6.054 2.089 5.500
H 4.071 3.807 6.007
H -1.963 1.719 7.004
```

Values from the calculation:
Net charge ... +2
Max |F| ... 3.03 eV/A
HOMO-LUMO gap ... 7.077 eV
Lowest unoccupied orbital energy ... -0.2098 hartree
E_tot ... -132941.903 eV
Energy relative to the best compared isomer or geometry (same formula, charge and spin) ... 1.0786 eV
HOMO energy ... -12.785 eV

3.
Computed, not measured: a molecular structure, C52H41F5HoN5O3P2S3 at a distorted geometry, with wB97M-V/def2-TZVPD.

Geometry as XYZ:
```
112
Properties=species:S:1:pos:R:3
Ho -7.907 -8.885 19.789
S -7.717 -7.385 22.056
C -9.143 -6.617 21.324
C -9.892 -5.581 21.889
C -11.023 -5.052 21.340
C -11.385 -5.611 20.103
C -10.603 -6.626 19.525
N -9.476 -7.052 20.098
H -9.592 -5.212 22.882
H -11.489 -4.315 21.909
H -12.345 -5.373 19.658
H -10.835 -6.992 18.505
C -10.099 -12.395 18.433
N -10.449 -12.741 19.764
C -10.024 -11.919 20.929
P -10.440 -10.157 20.840
C -10.230 -9.594 22.553
C -11.016 -8.526 23.012
C -10.711 -8.055 24.315
C -9.704 -8.653 25.017
C -8.946 -9.712 24.530
C -9.188 -10.079 23.277
C -12.168 -9.931 20.394
C -13.203 -10.395 21.177
C -14.516 -10.342 20.757
C -14.821 -9.794 19.517
C -13.803 -9.448 18.682
C -12.483 -9.433 19.138
C -11.651 -13.442 20.021
C -12.524 -13.601 18.983
C -13.721 -14.328 19.093
C -13.964 -14.968 20.252
C -13.083 -14.803 21.291
C -11.960 -14.036 21.186
P -8.335 -11.712 18.152
C -8.202 -11.796 16.383
C -8.821 -12.722 15.564
C -8.600 -12.736 14.191
C -7.719 -11.842 13.594
C -6.993 -11.020 14.443
C -7.346 -10.849 15.796
C -7.237 -13.114 18.668
C -7.743 -14.151 19.432
C -6.927 -15.259 19.784
C -5.601 -15.230 19.293
C -5.150 -14.232 18.433
C -5.945 -13.206 18.110
H -10.848 -11.675 17.985
H -10.178 -13.306 17.813
H -8.928 -11.989 20.976
H -10.342 -12.369 21.875
H -11.812 -8.124 22.393
H -11.147 -7.139 24.718
H -9.535 -8.307 26.021
H -8.157 -10.155 25.027
H -8.498 -10.799 22.863
H -13.009 -10.720 22.176
H -15.322 -10.635 21.422
H -15.845 -9.747 19.218
H -14.010 -8.962 17.765
H -11.612 -9.176 18.574
H -12.356 -13.065 18.081
H -14.425 -14.391 18.274
H -14.892 -15.542 20.445
H -13.258 -15.234 22.245
H -11.333 -13.901 22.081
H -9.539 -13.487 15.971
H -9.216 -13.434 13.586
H -7.647 -11.785 12.479
H -6.144 -10.504 14.020
H -6.903 -10.191 16.554
H -8.792 -14.177 19.776
H -7.249 -16.060 20.405
H -4.903 -15.990 19.658
H -4.195 -14.236 17.952
H -5.571 -12.365 17.581
F -1.845 -12.297 22.054
C -3.078 -11.893 21.831
C -3.278 -10.658 21.273
F -2.215 -9.866 20.937
C -4.518 -10.259 20.896
F -4.613 -9.053 20.332
C -5.663 -10.919 21.170
O -6.801 -10.532 20.626
C -5.513 -12.147 21.895
F -6.608 -12.839 22.368
C -4.251 -12.600 22.203
F -4.212 -13.788 22.719
N -8.198 -1.307 16.878
C -7.854 -2.638 17.050
C -8.025 -3.304 18.254
C -7.656 -4.647 18.357
C -7.342 -5.365 17.237
C -7.221 -4.728 15.972
C -7.518 -3.376 15.967
S -6.952 -7.076 17.349
O -6.485 -7.303 18.730
O -6.083 -7.505 16.307
N -8.244 -8.069 17.424
C -9.231 -8.262 16.516
S -9.308 -7.856 14.811
C -10.872 -8.560 14.653
C -11.193 -9.093 15.877
N -10.321 -8.881 16.887
H -8.318 -0.646 17.597
H -7.698 -0.929 16.059
H -8.313 -2.777 19.154
H -7.822 -5.089 19.320
H -7.067 -5.184 15.034
H -7.464 -2.809 15.055
H -11.405 -8.589 13.728
H -12.075 -9.712 16.019
```

Values from the calculation:
Max |F| ... 3.18 eV/A
HOMO-LUMO gap (alpha / beta) ... 8.129 / 8.152 eV
Lowest unoccupied orbital energy (alpha / beta) ... 0.0165 / 0.0171 hartree
E_tot ... -158652.317 eV
Multiplicity ... 5
<S²> ... 6.0039
HOMO energy (alpha / beta) ... -7.681 / -7.688 eV

4.
Computed, not measured: a molecular structure, C52H41N2O6RuS3, with wB97M-V/def2-TZVPD.

Geometry as XYZ:
```
105
Properties=species:S:1:pos:R:3
Ru 0.207 0.661 -0.477
C -6.267 5.606 -3.190
C -5.321 4.484 -2.868
C -5.003 4.181 -1.545
C -4.152 3.129 -1.244
C -3.605 2.375 -2.271
C -3.908 2.658 -3.595
C -4.760 3.708 -3.884
S -2.611 0.966 -1.791
O -3.388 -0.264 -2.054
C -1.301 1.152 -3.020
C -0.644 2.413 -3.025
C 0.414 2.634 -3.849
C 0.906 1.606 -4.688
C 2.026 1.815 -5.524
C 2.513 0.804 -6.302
C 1.902 -0.465 -6.271
C 0.812 -0.694 -5.478
C 0.274 0.338 -4.671
C -0.872 0.128 -3.832
C -1.521 -1.218 -3.884
C -2.303 -1.572 -5.019
C -2.559 -0.657 -6.070
C -3.332 -1.019 -7.136
C -3.884 -2.315 -7.213
C -3.656 -3.218 -6.216
C -2.867 -2.871 -5.093
C -2.645 -3.789 -4.040
C -1.906 -3.440 -2.951
C -1.341 -2.149 -2.887
S -0.539 -1.553 -1.416
O 0.917 -1.142 -1.635
C -0.551 -2.946 -0.332
C 0.394 -3.953 -0.473
C 0.360 -5.021 0.403
C -0.602 -5.091 1.415
C -0.606 -6.248 2.374
C -1.531 -4.062 1.532
C -1.509 -2.980 0.666
H -6.109 6.458 -2.529
H -7.301 5.279 -3.064
H -6.148 5.942 -4.219
H -5.428 4.775 -0.744
H -3.910 2.894 -0.213
H -3.483 2.059 -4.393
H -4.998 3.934 -4.917
H -1.001 3.196 -2.368
H 0.900 3.603 -3.865
H 2.493 2.794 -5.533
H 3.370 0.972 -6.941
H 2.302 -1.265 -6.879
H 0.357 -1.676 -5.462
H -2.135 0.338 -6.025
H -3.523 -0.310 -7.930
H -4.490 -2.589 -8.067
H -4.080 -4.214 -6.264
H -3.082 -4.779 -4.105
H -1.769 -4.137 -2.138
H 1.147 -3.887 -1.250
H 1.088 -5.817 0.305
H 0.188 -6.133 3.115
H -0.435 -7.190 1.854
H -1.553 -6.316 2.908
H -2.276 -4.102 2.317
H -2.226 -2.174 0.762
C 4.002 -2.897 0.380
C 4.558 -1.993 -0.509
C 4.088 -0.686 -0.569
C 3.059 -0.310 0.277
C 2.496 -1.208 1.174
C 2.969 -2.506 1.228
H 4.379 -3.912 0.413
H 5.362 -2.302 -1.166
H 4.508 0.021 -1.273
H 1.695 -0.898 1.832
H 2.519 -3.210 1.918
C -1.462 0.486 4.974
N -1.336 1.031 3.617
C -1.808 2.271 3.355
C -1.691 2.865 2.140
C -0.997 2.105 1.176
O -0.643 2.471 0.002
N -0.590 0.849 1.422
C -0.717 0.237 2.631
O -0.338 -0.897 2.861
H -2.512 0.421 5.254
H -0.936 1.128 5.680
H -1.024 -0.504 4.979
H -2.268 2.770 4.197
H -2.043 3.864 1.939
O 2.652 3.511 6.574
C 1.738 3.652 5.598
O 0.674 4.158 5.821
C 2.091 3.121 4.242
C 2.845 1.969 4.063
C 2.982 1.407 2.802
C 2.364 2.011 1.718
S 2.329 1.304 0.072
C 1.712 3.232 1.871
C 1.552 3.766 3.134
H 3.496 3.208 6.219
H 3.280 1.452 4.911
H 3.530 0.483 2.686
H 1.290 3.733 1.010
H 0.986 4.677 3.279
```

Values from the calculation:
Net charge ... +1
Max |F| ... 0.86 eV/A
HOMO-LUMO gap ... 7.659 eV
Lowest unoccupied orbital energy ... -0.1010 hartree
E_tot ... -104937.816 eV
Energy relative to the best compared isomer or geometry (same formula, charge and spin) ... 0.0000 eV
HOMO energy ... -10.408 eV

Look up the max |F| of the fourth one.
0.86 eV/A